[1]
Entry from the Open Molecules 2025 dataset: a molecular structure, C25H47Cl2CoNO3Si2 at a distorted geometry (ωB97M-V with the def2-TZVPD basis set).

Last column: Mulliken charge in e.
Positions of all 81 atoms, in Å:
H 1.56520 -3.62324 -2.28820  0.3680
H -0.96735 1.68897 -5.93376  0.2787
H -2.71447 -2.85150 -6.82034  0.4672
H 2.41923 -0.19853 -4.39074  0.2993
H 0.42596 -2.69454 -4.15394  0.3539
Si 4.00512 1.37303 -0.39514  0.1373
C -0.59663 4.11237 1.17565  -0.8736
H 2.68641 2.78883 1.18984  0.1903
H 2.39791 3.10204 -3.76463  0.4283
H 4.16778 3.64786 -1.38757  0.2572
Cl -1.31633 1.72945 4.86687  -0.2955
H -4.76072 1.37705 -3.46794  0.4662
C -0.17332 1.38628 1.01677  0.1971
H 2.09468 0.91216 -5.75608  0.4114
C -3.64140 -2.92697 -2.48807  -1.4770
H 2.53921 1.05660 1.60954  0.1587
O -2.20633 -0.51943 -4.48332  0.8089
H 6.15930 0.47064 0.42452  0.2946
H -0.38492 -4.21210 -3.83975  0.3241
H -2.97258 -2.95796 -5.07445  0.0975
H 5.54130 3.31867 -0.29729  0.3434
O -1.43341 -2.52608 -3.37734  -0.1447
C -2.21418 -2.57090 -2.17670  0.5366
C -0.12203 3.52255 -0.00648  -0.4627
C -0.58390 2.33166 -5.12239  -1.4703
H 0.07131 -4.15618 -1.48384  0.3856
H 0.52982 -2.41742 -1.50824  0.2866
H 4.85035 -0.69956 0.72650  0.3040
C 1.44546 3.01219 -3.21383  -0.4602
C -2.95967 -2.27538 -5.92780  -1.2382
H -1.35292 0.82688 -2.08012  0.6810
H 2.53556 -0.24854 -1.57431  0.2661
H 5.55113 -0.55234 -0.90527  0.3344
C -0.13117 -0.85924 2.06874  0.0393
C -1.93996 -1.19695 -5.74577  -0.2237
H 3.22340 0.90968 -2.75139  0.3827
H -3.96463 -1.86264 -6.05102  0.3519
H 0.09149 4.08293 -0.91454  0.4580
C 0.16427 -0.03791 0.90834  -0.1569
O 0.75535 -0.50480 -0.11287  -0.4897
C -4.14864 0.47182 -3.42187  -1.2516
H -3.87056 0.06775 -5.50593  0.5598
H 1.03632 -0.49874 -5.47178  0.2883
H 0.03525 3.12741 -5.58168  0.4898
C 4.89646 2.88559 -1.07668  -1.0581
C -3.29770 0.42240 -4.64917  -0.4654
H -0.21603 -0.60897 -2.26618  -1.2551
H -0.77563 5.18454 1.15190  0.4051
H 5.51841 2.62072 -1.94400  0.2830
Co 0.92060 1.54533 -1.67151  -0.9466
H -1.12792 3.82788 3.24325  0.4049
H -4.81396 -0.39705 -3.42314  0.3543
H -0.82247 -0.93995 4.07939  0.4577
C 1.62408 0.28951 -4.97377  -1.1139
H -2.06441 -0.43083 -6.53214  0.5186
Cl 0.15209 -2.53395 1.96170  -0.2510
H -2.85638 1.38210 -4.94580  0.2009
H -1.78574 -3.32107 -1.49495  0.5098
H -4.19714 -2.93902 -1.53811  0.4092
H -0.90405 -1.55508 -5.72545  0.1633
C -0.83372 1.07955 3.36173  0.6538
H -2.14754 -1.58263 -1.68752  -0.2147
H -1.42325 2.81260 -4.59544  0.3530
C -0.56231 0.36932 -2.68560  1.1751
H 0.78914 3.86912 -3.46505  0.5713
C 2.76872 0.82914 -1.74112  -0.3904
C 0.52401 -3.35518 -2.08328  -1.2051
C -0.19117 -3.22046 -3.40794  -0.2751
H 4.03771 1.94562 1.99397  0.4659
C -0.80790 3.35478 2.31567  -0.8278
C -0.61563 -0.29342 3.24032  -0.4483
H -1.45417 -0.27427 -3.66370  -0.6917
H 1.69059 3.11831 -2.10022  -0.4231
C -0.62582 1.95547 2.25469  -0.0014
C 5.25634 0.01180 -0.00847  -1.1682
H -4.10794 -2.18418 -3.14769  0.1473
H -3.56378 0.48167 -2.49963  0.1692
Si 0.53996 1.41074 -3.89742  0.6307
H -3.68792 -3.91533 -2.96317  0.3560
N 0.06848 2.17265 -0.08783  0.6069
C 3.23012 1.83646 1.25323  -0.8017

The HOMO energy (alpha / beta) is -6.54 / -6.59 eV. As for the LUMO energy (alpha / beta): -0.02 / -0.33 eV. The spin multiplicity is 4. Its strongest force on any atom is 3.06 eV/A. As for the expectation value of S²: 3.7669.

***

[2]
Entry from the Open Molecules 2025 dataset: 2 unconnected molecules or ions with the total composition C5H5NS at a distorted geometry (ωB97M-V with the def2-TZVPD basis set).

Last column: Mulliken charge in e.
Positions of all 12 atoms, in Å:
H 1.31245 1.09022 1.51681  0.3296
H 1.77993 -1.25960 0.32446  0.3824
C -4.68753 0.27577 0.15839  -0.1520
C 1.20291 0.96854 0.45792  -0.5750
H 1.31367 -0.26340 -1.09328  0.2476
C 1.08462 -0.49635 -0.01657  -0.4570
N -0.27144 -0.97789 0.08949  -0.3230
H 1.95830 1.63845 -0.12524  0.3370
H -5.65615 0.57471 0.44538  0.3595
C -3.52994 0.01208 -0.01979  -0.4884
S -0.51450 1.71441 -0.14062  -0.0158
C -1.00655 0.01145 -0.03882  0.3552

The HOMO energy is -9.64 eV. As for the LUMO energy: -1.51 eV. Its strongest force on any atom is 3.83 eV/A.

***

[3]
Entry from the Open Molecules 2025 dataset: a single C4H4OS2 molecule at a distorted geometry (ωB97M-V with the def2-TZVPD basis set).

Last column: Mulliken charge in e.
Positions of all 11 atoms, in Å:
C 1.13055 -0.12286 0.28776  0.0265
H 0.61747 0.01458 1.22738  0.3158
C 2.54605 -0.31141 0.25303  -0.1108
S -1.92239 0.79120 1.70297  -0.2677
S 0.26298 -0.15834 -1.14449  0.0583
O 3.25126 -0.35917 1.23876  -0.4630
H -1.89072 -0.14791 -1.87930  0.2883
H -3.30216 0.33672 -0.12964  0.2604
C -1.41768 0.02332 -0.92149  -0.1737
C -2.24606 0.34567 0.12983  -0.2091
H 2.97069 -0.41180 -0.76480  0.2750

The HOMO energy is -8.63 eV. As for the LUMO energy: -2.40 eV. Its strongest force on any atom is 2.34 eV/A.

***

[4]
Entry from the Open Molecules 2025 dataset: a single C7H10Cl2N2O2 molecule at a distorted geometry (ωB97M-V with the def2-TZVPD basis set).

Last column: Mulliken charge in e.
Positions of all 23 atoms, in Å:
N 0.18460 0.89016 0.37473  0.1790
C -0.35836 1.24780 -0.94001  -0.8541
C 1.14798 -1.09025 -0.73071  -0.9866
C 0.88294 -0.40179 0.60311  -0.4797
Cl -0.97314 -0.05018 3.61057  -0.1620
H -1.18920 0.22946 -2.64342  0.4453
H 0.43545 1.60132 -1.58870  0.3374
C -0.26039 1.58495 1.52159  0.3826
H 1.59159 -2.09147 -0.56487  0.3715
H 1.84055 -0.26770 1.15072  0.3883
C -0.99798 0.02151 -1.58872  -0.6622
C 0.11049 1.20340 2.93176  0.2190
H 0.25997 -1.06303 1.19894  0.4129
H 1.86147 -0.46862 -1.30128  0.3176
O 0.15282 -3.38391 -1.99785  -0.5786
O -0.85909 2.67059 1.40254  -0.6416
H 1.14883 0.75629 2.96865  0.1860
H -2.00373 -0.14281 -1.17439  0.3646
C -0.49496 -2.33896 -2.10771  -0.0038
H -1.07162 2.07577 -0.95961  0.3582
Cl 0.17700 2.60349 3.97549  -0.1225
N -0.11796 -1.17058 -1.48607  0.1777
H -1.46726 -2.41543 -2.65476  0.3510

The HOMO energy is -9.66 eV. As for the SMILES: O=CN1CCN(C(=O)C(Cl)Cl)CC1. As for the LUMO energy: 0.45 eV. Its strongest force on any atom is 4.17 eV/A.

***

What is the formula in the second record? C5H5NS

***

Number 2 is which compound? C5H5NS

***

Repeat the second record exactly.
Entry from the Open Molecules 2025 dataset: 2 unconnected molecules or ions with the total composition C5H5NS at a distorted geometry (ωB97M-V with the def2-TZVPD basis set).

Last column: Mulliken charge in e.
Positions of all 12 atoms, in Å:
H 1.31245 1.09022 1.51681  0.3296
H 1.77993 -1.25960 0.32446  0.3824
C -4.68753 0.27577 0.15839  -0.1520
C 1.20291 0.96854 0.45792  -0.5750
H 1.31367 -0.26340 -1.09328  0.2476
C 1.08462 -0.49635 -0.01657  -0.4570
N -0.27144 -0.97789 0.08949  -0.3230
H 1.95830 1.63845 -0.12524  0.3370
H -5.65615 0.57471 0.44538  0.3595
C -3.52994 0.01208 -0.01979  -0.4884
S -0.51450 1.71441 -0.14062  -0.0158
C -1.00655 0.01145 -0.03882  0.3552

The HOMO energy is -9.64 eV. As for the LUMO energy: -1.51 eV. Its strongest force on any atom is 3.83 eV/A.

***

Which value of strongest force on any atom does entry 1 give? 3.06 eV/A